The following is a quantum chemistry calculation of a molecular structure, C44H57N3O3Si2Sn, from the OMol25 dataset.

The geometry in XYZ format:
```
110
Properties=species:S:1:pos:R:3:forces:R:3
Sn -1.394408 -0.001932 -0.976551 -0.1 0.3 0.7
O -2.273208 0.018730 1.649400 0.1 -0.1 -0.4
C -3.351020 1.006687 1.668872 -0.7 -0.5 0.3
C -3.134167 2.062866 0.527621 0.1 1.4 2.0
O -3.701729 3.133236 0.646189 0.4 -1.1 -0.6
O -2.247000 1.812562 -0.388758 0.8 -1.0 -1.2
C -3.325564 1.675630 3.062623 0.8 0.0 -1.3
C -4.245104 1.470750 4.074166 0.8 -0.2 -0.4
C -3.922720 2.023345 5.297907 -0.6 0.8 1.8
C -2.905259 2.978659 5.493403 0.0 -0.6 -1.8
C -2.025378 3.230483 4.404352 -1.0 0.0 1.6
C -2.201488 2.486895 3.260986 0.5 -0.1 -0.4
C -4.716600 0.390887 1.340928 -1.6 0.9 0.2
C -4.980677 -0.931474 1.010451 1.0 -0.4 0.3
C -6.283139 -1.417339 0.861816 -0.5 -0.3 0.2
C -7.383066 -0.556017 1.007795 0.5 -0.3 0.0
C -7.134675 0.821095 1.229542 0.2 -0.7 0.0
C -5.838667 1.298660 1.407990 0.8 -1.0 -0.5
H -2.146684 -0.419395 2.516548 -0.5 0.7 -0.6
H -5.134564 0.862261 3.940976 0.2 0.0 0.1
H -4.565697 1.724296 6.141306 0.3 0.5 -0.3
H -2.785209 3.560283 6.392004 -0.1 -0.3 0.3
H -1.280695 4.017778 4.530839 0.0 -0.5 -0.3
H -1.425249 2.492633 2.487649 -0.4 0.3 0.0
H -4.141157 -1.649749 0.917716 -0.5 0.5 0.1
H -6.386007 -2.519610 0.707870 -0.2 1.2 0.0
H -8.410544 -0.972194 0.958698 0.8 0.5 0.0
H -7.980512 1.493410 1.290230 0.1 0.1 0.0
H -5.602351 2.363400 1.499480 -0.4 -0.4 0.3
C -2.008963 -4.808365 2.444451 1.3 0.3 0.8
Si -1.135007 -5.025102 0.788995 -2.6 -1.1 0.3
C -1.479792 -6.804953 0.393781 0.1 -1.9 -0.2
C -2.144374 -4.079176 -0.413882 -0.2 0.9 -1.8
C 0.669988 -4.458085 0.679166 -1.3 0.0 1.4
C 1.170732 -4.077375 -0.589665 1.4 1.1 -2.5
C 1.723091 -5.054323 -1.449537 -1.0 -2.1 2.2
C 2.243028 -4.757251 -2.659035 0.2 1.9 -2.4
C 2.139995 -3.373253 -3.051645 0.1 -1.3 -0.1
C 1.596588 -2.470844 -2.165749 0.2 -0.5 1.1
N 1.157846 -2.766671 -0.924882 0.1 -0.9 0.5
Si 1.641285 -4.193937 2.291346 2.2 0.3 2.0
C 0.893969 -3.172881 3.673116 -0.2 1.0 -0.4
C 2.112936 -5.785439 3.164769 0.8 -1.7 -1.4
C 3.228766 -3.458811 1.763089 2.1 1.2 0.4
H -3.100958 -4.651639 2.295327 0.9 -0.1 0.1
H -1.529290 -3.958522 2.974216 -0.9 -0.2 -0.2
H -1.816737 -5.672140 3.114702 -0.3 0.3 -0.4
H -2.549171 -6.994735 0.108123 0.8 0.8 0.2
H -1.351484 -7.436018 1.291234 0.2 0.4 -0.2
H -0.883065 -7.304841 -0.381256 -0.1 0.3 0.0
H -1.740234 -4.075303 -1.450800 -0.4 -0.7 0.4
H -2.176925 -3.009573 -0.277400 -0.1 0.5 0.7
H -3.205538 -4.445119 -0.391815 1.0 0.1 -0.1
H 1.710877 -6.094087 -1.048783 0.1 0.7 -0.6
H 2.625741 -5.521409 -3.383907 -0.3 0.8 1.0
H 2.442741 -2.990908 -4.031575 0.1 -0.4 0.4
H 1.610538 -1.423531 -2.359149 -0.2 0.7 -0.4
H 0.235388 -3.768659 4.287951 -0.2 -0.1 0.2
H 0.305586 -2.408872 3.168131 -0.3 0.4 0.4
H 1.617751 -2.635960 4.345434 -0.3 -0.8 -0.9
H 1.307694 -6.210221 3.794329 0.6 0.0 -0.4
H 3.081326 -5.634937 3.763639 -1.5 0.1 -0.8
H 2.402411 -6.492156 2.292142 -0.5 0.5 1.7
H 3.041075 -2.449826 1.349584 0.2 -0.3 0.1
H 3.862803 -3.984073 1.015049 -0.6 0.1 0.4
H 3.934567 -3.305663 2.671864 -1.3 -0.3 -1.3
C 5.306491 2.395913 1.493395 -0.3 0.2 0.3
C 4.122607 3.287884 0.995949 -1.3 -0.9 0.3
C 3.637979 4.116920 2.200178 -0.1 -0.5 0.6
C 4.509088 4.222973 -0.137890 -0.1 0.1 0.2
C 2.911404 2.435039 0.549734 0.7 -1.4 0.3
C 2.389637 1.403531 1.378736 0.4 0.5 -0.7
C 1.367790 0.586985 0.944421 -0.7 1.6 -0.1
N 0.743394 0.798105 -0.225756 0.4 0.2 -1.5
C 1.271060 1.715555 -1.090933 0.3 0.0 2.4
C 2.348972 2.537920 -0.716421 -1.2 0.1 0.6
C 0.637610 1.909811 -2.367606 -0.1 -0.7 -3.6
C 1.268255 2.674842 -3.368857 -0.6 0.1 1.4
C 0.734195 2.862404 -4.633389 -0.2 -1.3 -0.3
C -0.426628 2.095837 -4.916004 0.7 0.8 0.3
C -0.976294 1.268085 -3.940188 0.5 0.7 -0.5
N -0.415138 1.124636 -2.740576 0.0 0.9 1.6
C 1.494442 3.720500 -5.645139 -0.2 0.8 0.1
C 1.725739 5.143506 -5.024975 0.5 -0.4 0.2
C 0.680256 3.886116 -6.944377 0.0 2.0 1.2
C 2.834322 3.086559 -5.997964 0.9 -0.6 -0.5
H 6.185817 3.054629 1.553266 -0.1 -0.4 -0.2
H 5.534157 1.475568 0.904509 -0.2 0.9 0.3
H 5.095010 2.137312 2.549301 0.1 -0.3 -0.6
H 4.474246 4.742331 2.480030 0.0 0.4 0.3
H 3.313011 3.540962 3.110846 0.5 0.2 -1.0
H 2.776031 4.709605 1.937158 -0.1 0.5 -0.2
H 5.255446 4.909992 0.233772 0.2 0.3 0.0
H 3.636824 4.795942 -0.488870 0.4 0.0 0.2
H 4.936727 3.686616 -0.978195 0.1 -0.1 -0.2
H 2.746078 1.293261 2.382047 0.3 -0.2 0.3
H 0.855093 -0.053716 1.626912 0.0 -0.7 0.3
H 2.521965 3.437537 -1.282523 0.4 -0.4 -0.3
H 2.162689 3.183437 -3.070269 0.3 0.2 -0.3
H -0.880750 2.202492 -5.886033 -0.3 -0.2 0.0
H -1.914782 0.759899 -4.118780 0.1 -0.3 0.0
H 0.743439 5.544125 -4.775724 0.2 0.4 0.1
H 2.251560 5.799776 -5.739242 -0.5 -0.3 0.1
H 2.389281 5.164170 -4.121166 -0.7 -0.3 -0.6
H -0.345752 4.215264 -6.707868 0.3 -0.2 -0.2
H 0.672546 3.006038 -7.510254 -0.2 -1.4 -0.9
H 1.124655 4.687478 -7.556925 -0.1 -0.4 0.2
H 3.586739 3.051584 -5.179187 -0.6 0.2 -0.4
H 3.273232 3.629673 -6.860982 -0.1 -0.1 0.6
H 2.728909 2.050725 -6.367565 -0.2 0.3 0.2
```
Forces are in eV/Å.

Properties
Net charge: +2
HOMO (alpha / beta): -12.457 / -12.457 eV
Energy: -2893.57849 Ha
Energy above the lowest of the compared OMol25 structures with the same formula, charge and spin: 0.875 eV
HOMO-LUMO gap (alpha / beta): 3.4 / 3.4 eV